# 1
Molecular formula: C26H20Cl2I2N3O3W
Method: DFT, wB97M-V/def2-TZVPD

Calculated values
**Charge**: +3
**Energy relative to the best compared isomer or geometry (same formula, charge and spin)**: 8.6 kcal/mol
**HOMO energy**: -0.5946 hartree

Last column: natural (NBO) charge in e.
Positions of all 57 atoms, in Å:
W (-0.056, -0.271, 0.564)  2.3792
O (0.535, -1.894, -0.096)  -0.6401
C (1.593, -2.294, -0.860)  0.3914
C (1.468, -3.323, -1.768)  -0.2729
C (2.574, -3.655, -2.541)  -0.0932
C (3.790, -2.985, -2.392)  -0.1853
C (3.915, -1.989, -1.445)  -0.0961
C (2.811, -1.628, -0.662)  -0.2307
C (2.955, -0.718, 0.436)  0.2541
N (1.983, -0.267, 1.172)  -0.5314
C (2.275, 0.585, 2.333)  -0.2531
C (1.195, 0.289, 3.346)  -0.2351
N (-0.108, 0.288, 2.636)  -0.5482
C (-1.129, 0.791, 3.261)  0.2854
C (-2.469, 0.917, 2.782)  -0.2419
C (-3.459, 1.441, 3.624)  -0.0780
C (-4.749, 1.617, 3.156)  -0.1947
C (-5.063, 1.268, 1.846)  -0.0841
C (-4.102, 0.728, 0.991)  -0.2573
C (-2.829, 0.568, 1.477)  0.3798
O (-1.847, 0.045, 0.679)  -0.6059
H (0.530, -3.854, -1.866)  0.2567
H (2.489, -4.455, -3.264)  0.2619
H (4.639, -3.266, -3.000)  0.2665
H (4.862, -1.484, -1.301)  0.2505
H (3.967, -0.423, 0.707)  0.2429
H (2.232, 1.631, 2.021)  0.2427
H (3.261, 0.380, 2.744)  0.2540
H (1.201, 1.033, 4.140)  0.2481
H (1.345, -0.696, 3.792)  0.2371
H (-0.954, 1.155, 4.273)  0.2331
H (-3.206, 1.706, 4.644)  0.2480
H (-5.508, 2.030, 3.805)  0.2662
H (-6.070, 1.415, 1.477)  0.2613
H (-4.339, 0.450, -0.027)  0.2580
I (1.380, 4.667, 0.832)  0.3253
C (0.991, 3.540, -0.852)  -0.1572
C (1.140, 4.076, -2.154)  -0.2522
C (0.875, 3.333, -3.281)  -0.1111
I (1.073, 4.218, -5.137)  0.3434
C (0.467, 1.966, -3.152)  -0.1350
C (0.160, 1.077, -4.194)  -0.0185
C (-0.248, -0.215, -3.904)  -0.1999
C (-0.339, -0.635, -2.587)  0.0952
N (-0.031, 0.176, -1.565)  -0.5236
C (0.344, 1.458, -1.852)  0.1253
C (0.574, 2.241, -0.734)  0.2352
O (0.333, 1.576, 0.428)  -0.6434
H (1.463, 5.104, -2.254)  0.2716
H (0.232, 1.410, -5.222)  0.2693
H (-0.503, -0.906, -4.694)  0.2624
H (-0.675, -1.633, -2.343)  0.2356
Cl (-2.375, -2.769, -0.400)  0.0091
C (-2.283, -3.447, 1.231)  -0.3545
Cl (-1.120, -2.535, 2.274)  0.0340
H (-1.933, -4.470, 1.178)  0.2609
H (-3.256, -3.367, 1.699)  0.2589



# 2
Molecular formula: C26H20FO6S
Method: DFT, wB97M-V/def2-TZVPD

Calculated values
**Charge**: -1
**HOMO energy**: -0.0996 hartree

Last column: natural (NBO) charge in e.
Positions of all 54 atoms, in Å:
C (4.767, -3.214, -1.743)  -0.2304
C (3.391, -3.312, -1.556)  -0.1999
C (2.644, -2.144, -1.498)  -0.1245
C (3.266, -0.895, -1.604)  -0.0188
C (4.636, -0.786, -1.772)  -0.2345
C (5.394, -1.953, -1.862)  -0.2281
C (2.257, 0.185, -1.384)  0.5063
O (2.490, 1.393, -1.462)  -0.6494
C (1.037, -0.535, -1.034)  -0.4673
C (-0.148, 0.212, -0.579)  0.1663
C (-1.462, -0.466, -0.229)  -0.2399
C (-1.617, -1.840, 0.344)  -0.2745
C (-2.828, -2.490, 0.252)  -0.1334
C (-3.761, -2.146, -0.729)  -0.4117
C (-3.468, -1.094, -1.607)  -0.1806
C (-2.394, -0.252, -1.377)  -0.3331
C (1.193, -1.966, -1.188)  0.5783
O (0.391, -2.902, -1.033)  -0.6438
H (5.373, -4.122, -1.788)  0.1976
H (2.878, -4.274, -1.432)  0.2206
H (5.084, 0.204, -1.814)  0.2177
H (6.472, -1.897, -2.007)  0.1979
H (-0.351, 0.889, -1.433)  0.1917
H (-0.791, -2.217, 0.939)  0.2290
H (-3.052, -3.291, 0.956)  0.1898
H (-4.716, -2.672, -0.801)  0.1900
H (-4.064, -0.931, -2.512)  0.1945
H (-2.128, 0.533, -2.094)  0.1928
C (1.764, -1.925, 3.573)  -0.6286
C (0.530, -1.095, 3.760)  -0.0680
O (0.016, -0.840, 2.408)  -0.5141
C (-1.199, -0.260, 2.412)  0.7670
C (-1.678, 0.395, 1.035)  0.1382
F (-3.009, 0.722, 1.250)  -0.3498
S (-0.656, 1.983, 1.198)  1.9643
C (-1.288, 3.157, 0.070)  -0.2666
C (-2.522, 2.948, -0.557)  -0.1993
C (-3.083, 3.957, -1.339)  -0.2024
C (-2.426, 5.174, -1.464)  -0.1962
C (-1.199, 5.386, -0.825)  -0.2044
C (-0.612, 4.372, -0.063)  -0.1938
O (-0.161, 2.546, 2.432)  -0.8652
O (0.451, 1.198, 0.403)  -0.6991
O (-1.895, -0.126, 3.395)  -0.5780
H (2.220, -2.165, 4.536)  0.2052
H (1.506, -2.862, 3.074)  0.2215
H (2.500, -1.391, 2.964)  0.2251
H (-0.235, -1.610, 4.349)  0.1964
H (0.753, -0.133, 4.233)  0.1889
H (-3.024, 2.006, -0.417)  0.2705
H (-4.036, 3.749, -1.820)  0.2216
H (-2.873, 5.952, -2.073)  0.2124
H (-0.693, 6.342, -0.909)  0.2150
H (0.354, 4.498, 0.425)  0.2366



# 3
Molecular formula: C26H20IrN4O2PSSe2
Method: DFT, wB97M-V/def2-TZVPD

Calculated values
**Energy relative to the best compared isomer or geometry (same formula, charge and spin)**: 0.0 kcal/mol
**HOMO energy**: -0.2767 hartree

Last column: natural (NBO) charge in e.
Positions of all 57 atoms, in Å:
Ir (-0.394, 0.230, -0.350)  0.8717
O (3.505, 0.834, 3.348)  -0.6877
C (2.386, 0.783, 4.085)  0.4475
C (2.531, 0.929, 5.467)  -0.3035
C (1.431, 0.894, 6.295)  -0.1560
C (0.150, 0.711, 5.772)  -0.2700
C (-0.003, 0.569, 4.412)  -0.1315
C (1.098, 0.606, 3.547)  -0.2688
C (0.849, 0.460, 2.105)  0.6372
O (-0.365, 0.379, 1.711)  -0.6389
N (1.919, 0.416, 1.294)  -0.4819
N (1.536, 0.281, 0.008)  -0.1393
C (2.323, 0.141, -0.996)  0.0089
C (1.653, 0.000, -2.290)  0.1693
C (2.337, -0.185, -3.479)  -0.2112
C (1.620, -0.318, -4.658)  -0.1401
C (0.238, -0.258, -4.620)  -0.2408
C (-0.391, -0.070, -3.401)  0.0909
N (0.295, 0.056, -2.269)  -0.3903
H (3.252, 0.721, 2.405)  0.5069
H (3.530, 1.066, 5.859)  0.2251
H (1.568, 1.006, 7.363)  0.2138
H (-0.710, 0.671, 6.427)  0.2157
H (-0.980, 0.413, 3.977)  0.2378
H (3.400, 0.127, -0.883)  0.2198
H (3.417, -0.232, -3.469)  0.2331
H (2.138, -0.470, -5.595)  0.2297
H (-0.357, -0.362, -5.515)  0.2346
H (-1.466, -0.020, -3.302)  0.2342
Se (-2.913, 0.252, -0.712)  -0.3009
P (-2.694, 2.377, -0.283)  1.0116
Se (-0.551, 2.729, -0.520)  -0.2951
C (-3.678, 3.442, -1.360)  -0.3313
C (-4.325, 2.933, -2.478)  -0.2092
C (-5.043, 3.785, -3.307)  -0.2084
C (-5.104, 5.140, -3.022)  -0.1864
C (-4.452, 5.652, -1.906)  -0.2064
C (-3.742, 4.805, -1.073)  -0.2069
C (-3.256, 2.783, 1.387)  -0.3402
C (-4.626, 2.899, 1.624)  -0.1993
C (-5.086, 3.143, 2.906)  -0.2131
C (-4.183, 3.271, 3.954)  -0.1886
C (-2.821, 3.152, 3.720)  -0.2010
C (-2.354, 2.907, 2.437)  -0.2056
H (-4.266, 1.873, -2.694)  0.2356
H (-5.554, 3.388, -4.174)  0.2200
H (-5.663, 5.803, -3.670)  0.2190
H (-4.501, 6.710, -1.685)  0.2212
H (-3.242, 5.201, -0.197)  0.2266
H (-5.331, 2.800, 0.807)  0.2205
H (-6.149, 3.234, 3.089)  0.2194
H (-4.544, 3.464, 4.956)  0.2177
H (-2.116, 3.250, 4.536)  0.2233
H (-1.293, 2.808, 2.247)  0.2441
S (0.267, -4.477, -0.576)  -0.2387
C (-0.087, -2.914, -0.377)  0.2061
N (-0.349, -1.782, -0.239)  -0.6501



# 4
Molecular formula: C26H20N6O4
Method: DFT, wB97M-V/def2-TZVPD

Calculated values
**Structure (SMILES)**: N#Cc1cc([N+](=O)[O-])cc2c1no[n+]2[O-].N#Cc1ccc(/C=C(\c2ccccc2)N2CCCC2)cc1
**HOMO energy**: -0.2797 hartree

Last column: natural (NBO) charge in e.
Positions of all 56 atoms, in Å:
N (-3.784, 3.571, 2.885)  -0.2427
C (-3.489, 2.521, 2.468)  0.2547
C (-3.132, 1.240, 1.924)  -0.1719
C (-3.507, 0.787, 0.659)  -0.1215
C (-3.180, -0.523, 0.205)  0.0522
N (-3.737, -0.942, -1.043)  0.4836
O (-4.488, -0.146, -1.659)  -0.3587
O (-3.477, -2.090, -1.479)  -0.3709
C (-2.374, -1.382, 0.979)  -0.1299
C (-1.966, -0.904, 2.215)  0.0192
C (-2.362, 0.346, 2.742)  0.1275
N (-2.083, 0.497, 4.061)  -0.0772
O (-1.461, -0.719, 4.405)  -0.1387
N (-1.337, -1.576, 3.270)  0.4235
O (-0.818, -2.677, 3.367)  -0.3223
H (-4.084, 1.441, 0.009)  0.2767
H (-2.111, -2.391, 0.677)  0.2861
N (-0.916, -9.143, -1.819)  -0.3261
C (-0.715, -7.993, -1.723)  0.2849
C (-0.486, -6.590, -1.572)  -0.2152
C (0.821, -6.081, -1.550)  -0.1549
C (1.040, -4.742, -1.289)  -0.2339
C (-0.038, -3.872, -0.967)  0.0822
C (0.161, -2.516, -0.515)  -0.4195
C (1.310, -2.091, 0.151)  0.2600
C (2.239, -3.058, 0.812)  -0.1128
C (1.717, -3.983, 1.725)  -0.1233
C (2.542, -4.928, 2.328)  -0.2241
C (3.914, -4.929, 2.054)  -0.2015
C (4.447, -4.010, 1.143)  -0.2157
C (3.613, -3.087, 0.508)  -0.2015
N (1.600, -0.776, 0.275)  -0.4090
C (0.882, 0.245, -0.469)  -0.1943
C (1.522, 1.579, -0.059)  -0.4172
C (2.602, 1.265, 0.985)  -0.4126
C (2.700, -0.265, 1.071)  -0.2054
C (-1.348, -4.384, -1.126)  -0.2670
C (-1.570, -5.715, -1.409)  -0.1390
H (1.667, -6.753, -1.721)  0.2275
H (2.059, -4.353, -1.289)  0.2194
H (-0.623, -1.801, -0.782)  0.2086
H (0.650, -3.937, 1.961)  0.2240
H (2.100, -5.656, 3.010)  0.2227
H (4.569, -5.649, 2.547)  0.2201
H (5.514, -4.010, 0.910)  0.2194
H (4.023, -2.397, -0.240)  0.2146
H (0.964, 0.074, -1.556)  0.2051
H (-0.192, 0.236, -0.230)  0.1771
H (1.956, 2.059, -0.941)  0.2170
H (0.755, 2.242, 0.350)  0.2156
H (3.573, 1.679, 0.699)  0.2183
H (2.341, 1.666, 1.969)  0.2149
H (2.664, -0.625, 2.113)  0.2072
H (3.671, -0.592, 0.670)  0.1915
H (-2.192, -3.707, -1.002)  0.2263
H (-2.594, -6.089, -1.490)  0.2267



no.,maximum force (eV/Å),E (a.u.),orbital gap (eV)
1,1.29,-2974.76143,5.099
2,4.51,-1952.11906,4.832
3,0.23,-7019.16362,6.390
4,3.52,-1631.96794,4.847